Entry from the Open Molecules 2025 dataset: a single C12H21N3OS molecule at a distorted geometry (wB97M-V/def2-TZVPD).

Each line ends with the natural charge from an NBO analysis.
CARTESIAN COORDINATES (ANGSTROEM)
C -0.202 -5.237 0.591  -0.594
C -1.283 -4.280 1.041  -0.406
C -1.721 -3.098 0.127  -0.399
C -1.385 -1.721 0.764  -0.385
C -2.410 -0.672 0.358  -0.391
C -1.977 0.719 0.848  -0.403
C -0.762 1.211 0.087  -0.402
C -0.201 2.590 0.424  -0.411
C 1.014 2.846 -0.468  -0.230
C 2.354 2.664 -0.080  0.408
N 2.667 2.151 1.157  -0.815
N 3.370 3.126 -0.869  -0.589
C 3.152 3.337 -2.172  0.290
S 4.419 3.021 -3.201  -0.231
N 1.883 3.437 -2.607  -0.600
C 0.754 3.255 -1.915  0.653
O -0.329 3.416 -2.411  -0.601
H 0.030 -6.056 1.396  0.207
H -0.613 -5.807 -0.301  0.196
H 0.720 -4.769 0.292  0.200
H -2.084 -4.920 1.425  0.206
H -0.786 -3.781 1.877  0.188
H -1.106 -3.027 -0.750  0.197
H -2.720 -3.135 -0.178  0.202
H -0.355 -1.554 0.629  0.193
H -1.519 -1.865 1.837  0.183
H -3.375 -1.040 0.823  0.205
H -2.557 -0.825 -0.714  0.203
H -2.845 1.428 0.631  0.209
H -1.837 0.716 1.954  0.199
H -1.015 1.284 -0.981  0.222
H 0.075 0.498 0.061  0.193
H 0.105 2.708 1.389  0.187
H -0.862 3.415 0.289  0.235
H 3.441 1.430 1.142  0.396
H 1.870 1.833 1.705  0.401
H 4.322 3.303 -0.574  0.445
H 1.770 3.399 -3.627  0.440

Summary:
- E_LUMO (hartree) = 0.011
- F_max (eV/Å) = 4.40
- E_HOMO (eV) = -8.2
- SMILES = CCCCCCCCc1c(N)[nH]c(=S)[nH]c1=O
- energy relative to the best compared isomer or geometry (same formula, charge and spin) (kcal per mole) = 10.25

---

Entry from the Open Molecules 2025 dataset: a single C12H21N5O3 molecule at a distorted geometry (wB97M-V/def2-TZVPD).

Each line ends with the natural charge from an NBO analysis.
CARTESIAN COORDINATES (ANGSTROEM)
N -2.611 -2.030 1.904  -0.889
C -3.792 -2.171 0.911  -0.245
C -3.286 -2.764 -0.614  -0.420
C -2.101 -1.786 -1.212  -0.414
C -2.366 -0.294 -0.750  -0.415
C -0.853 0.264 -0.541  -0.140
N -0.190 -0.604 0.504  -0.685
C 0.751 -0.261 1.471  0.698
O 1.089 -1.039 2.417  -0.633
C 1.459 1.111 0.932  -0.142
N 2.223 1.749 1.921  -0.864
C 2.355 0.265 -0.006  -0.447
C 3.467 1.091 -0.736  0.105
C 4.627 1.824 -0.450  -0.146
N 5.052 2.160 -1.700  -0.496
C 4.389 1.465 -2.596  0.146
N 3.300 0.803 -2.100  -0.474
C -1.279 1.685 -0.039  0.790
O -1.337 2.139 1.170  -0.668
O -1.926 2.461 -0.914  -0.684
H -2.852 -1.515 2.849  0.400
H -2.478 -3.210 2.045  0.369
H -4.685 -2.934 1.297  0.178
H -4.348 -1.243 1.011  0.190
H -2.837 -3.825 -0.285  0.224
H -4.159 -2.652 -1.417  0.233
H -1.225 -1.968 -0.619  0.195
H -1.896 -1.824 -2.253  0.221
H -3.118 -0.336 0.166  0.243
H -2.905 0.379 -1.454  0.234
H -0.427 0.280 -1.566  0.242
H -0.909 -1.385 0.600  0.433
H 0.934 2.110 0.628  0.250
H 1.666 2.371 2.614  0.394
H 2.934 0.876 2.383  0.361
H 1.711 -0.223 -0.838  0.250
H 2.617 -0.511 0.672  0.231
H 4.842 2.298 0.446  0.233
H 5.826 2.702 -1.970  0.414
H 4.555 1.230 -3.665  0.210
H -2.217 3.313 -0.216  0.519

Summary:
- E_LUMO (hartree) = 0.023
- F_max (eV/Å) = 5.35
- E_HOMO (eV) = -8.2
- SMILES = NCCCC[C@H](NC(=O)[C@@H](N)Cc1c[nH]cn1)C(=O)O
- energy relative to the best compared isomer or geometry (same formula, charge and spin) (kcal per mole) = 206.35